# 1
C25H27CuN6SSe | the ωB97M-V functional and the def2-TZVPD basis

calculated total energy = -5737.3188 Ha
multiplicity = 2
HOMO (spin up / spin down) = -9.933 / -9.654 eV
net charge = +1

Element x y z (Å)
Se -1.15072 -1.72051 1.90303
Cu 0.68913 -0.11498 -1.11795
S 0.62733 -2.24597 0.91527
N -0.96990 -1.42940 -1.85625
N 0.66480 1.10453 0.64711
N 3.31097 -1.70281 -0.84600
N -1.40080 1.33474 -1.33788
N 2.40246 -1.84958 -2.89075
N 1.33340 1.59261 -2.27714
C -1.04783 2.26164 -2.42570
C 2.97093 2.40216 -3.82945
C -0.60730 2.30375 2.26251
C 1.56965 1.51962 2.82938
C -2.53196 0.46998 -1.67571
C 1.65264 1.00417 1.55665
C -0.43517 1.76618 0.98989
C 0.67662 3.00018 -4.08586
C -0.28564 -1.28472 6.50097
C -1.77147 -3.68450 -2.07414
C 1.97700 3.06230 -4.54146
C 2.60434 1.68354 -2.71524
C -0.71756 -1.51213 3.77086
C 0.54825 -1.74334 4.28232
C 0.39855 2.17192 3.19586
C 2.30690 -1.34413 -1.65870
C -1.76872 -1.16014 4.60658
C -2.23345 -1.01638 -1.77330
C -1.54949 -1.04692 5.97559
C -0.76095 -2.75137 -2.00023
C 0.76198 -1.62582 5.65187
C -3.08330 -3.24466 -1.97075
C -1.54283 1.98885 -0.03357
C 0.38971 2.25933 -2.94132
C -3.31356 -1.89372 -1.81632
H 0.27842 2.57265 4.19649
H -0.12308 -1.22587 7.57037
H -2.75954 -0.98129 4.19834
H 3.24702 -1.48553 0.13054
H 4.00810 2.44409 -4.13798
H 2.21883 3.62196 -5.43804
H 1.71219 -1.60530 -3.57763
H 3.34537 1.15166 -2.12715
H -2.37160 -0.78512 6.63212
H -1.62694 3.06927 -0.16992
H 1.35269 -2.03283 3.61747
H -1.68143 2.06545 -3.28758
H -0.12135 3.52197 -4.60583
H -1.53349 -4.73406 -2.19931
H 1.74952 -1.81520 6.05810
H 0.27165 -3.06738 -2.04055
H -4.32373 -1.50718 -1.72715
H -3.90933 -3.94674 -2.00542
H -3.33742 0.59161 -0.95304
H -2.47060 1.67096 0.43898
H -1.52913 2.82284 2.50753
H 4.02658 -2.36952 -1.10812
H -1.26483 3.28857 -2.12257
H 2.54972 0.48977 1.22868
H 3.13701 -2.47885 -3.18431
H 2.39325 1.40586 3.52339
H -2.95186 0.76377 -2.63760

***

# 2
C25H27FN4O3 | the ωB97M-V functional and the def2-TZVPD basis

calculated total energy = -1513.4538 Ha
HOMO = -7.974 eV
relative energy (zero: lowest compared OMol25 entry of this formula, charge and spin) = 0.942 eV
net charge = 0
SMILES = COc1cc2c(Oc3ccc4[nH]c(C)cc4c3F)ncnc2cc1OCCCN1CCCC1

Element x y z (Å)
F -3.88469 0.47734 -1.43080
O 3.74017 -2.58332 -0.74762
O -2.01572 -0.10532 0.40658
O 2.46108 -0.34657 -2.02211
N 0.00002 -3.26611 1.99454
N 6.61320 1.36435 -0.39211
N -7.08319 1.50237 1.72927
N -1.91513 -1.87978 1.88305
C 2.51382 -2.11581 -0.40747
C 6.23305 0.22912 -1.21732
C 6.22404 3.34538 -1.71800
C 7.68588 2.90644 -1.89009
C -1.36558 -1.14333 0.94681
C -3.27987 0.24881 0.84676
C 5.71425 2.49990 -0.52665
C -0.06376 -1.41894 0.44234
C -4.85545 0.76920 2.60716
C -5.78990 1.07976 1.62889
C 0.56719 -0.68305 -0.57103
C -5.48713 0.99460 0.24726
C 1.88405 -2.84116 0.58241
C -9.01189 2.14033 0.29820
C -1.19450 -2.90745 2.35215
C 5.15917 -0.60050 -0.51502
C -7.60856 1.68444 0.47416
C -6.65825 1.38489 -0.45795
C -3.60404 0.35908 2.20431
C -4.21365 0.57193 -0.12424
C 1.81400 0.75348 -2.61485
C 7.91042 1.93159 -0.71665
C 4.71621 -1.77730 -1.38232
C 0.59339 -2.52830 1.02568
C 1.82489 -1.01641 -1.01229
H 5.55079 -0.96970 0.43378
H -2.85312 0.10756 2.93374
H -1.68024 -3.49324 3.12211
H -6.76812 1.42954 -1.52230
H 4.36359 -1.42316 -2.35519
H 5.64301 3.13625 -2.61612
H 8.63765 1.15234 -0.94057
H -7.58239 1.65154 2.58965
H 2.50498 1.12269 -3.37166
H 5.86485 0.53305 -2.21048
H -9.70579 1.43335 0.75333
H 7.11648 -0.39681 -1.36578
H -5.09726 0.84702 3.65557
H 7.82927 2.39075 -2.83986
H 2.40176 -3.67675 1.02312
H 4.29509 0.02663 -0.29465
H -9.16309 3.11239 0.76805
H -9.24443 2.22453 -0.75890
H 5.55345 -2.46377 -1.53999
H 6.13859 4.40918 -1.50425
H 4.68496 2.17130 -0.65775
H 5.77528 3.08143 0.39743
H 0.87609 0.45889 -3.09465
H 1.61716 1.54617 -1.88603
H 0.01961 0.13859 -1.00218
H 8.25392 2.48400 0.16313
H 8.37900 3.74420 -1.85114

***

# 3
C25H27I2N2O10P2Se2W | the ωB97M-V functional and the def2-TZVPD basis

calculated total energy = -7978.9506 Ha
HOMO (spin up / spin down) = -9.831 / -9.858 eV
relative energy (zero: lowest compared OMol25 entry of this formula, charge and spin) = 0.903 eV
net charge = +1

Element x y z (Å)
W -0.27445 -0.23298 0.07455
I -1.72073 4.13984 2.41404
I -5.27625 0.39230 5.48286
Se 1.32511 -2.66439 0.47803
Se 3.53507 -0.53436 -0.52660
P -0.48902 -1.80683 -2.41559
P -2.76647 -0.07678 -2.23911
O -3.81742 -0.90270 -1.42133
O 1.81930 3.19284 -0.33257
O 0.74964 1.26386 -0.71119
O -0.25850 -3.26972 -3.00443
O 0.68352 -0.91586 -2.51552
O -2.89648 -2.29474 -3.59783
O -1.13526 1.33381 0.95406
O -3.57109 0.96274 -3.10204
O -0.96569 -1.90752 -0.93736
O -1.75348 0.57654 -1.37009
N 1.08479 0.45349 1.72401
N -1.90784 -1.04972 1.36492
C 0.45574 -1.11505 3.46749
C 4.43994 -0.76841 -2.22592
C 1.25817 -0.80551 5.72321
C 4.14594 -2.10310 0.45214
C 1.60507 1.63784 1.43669
C -1.49049 -0.57152 -4.66070
C -3.85483 -1.73751 3.25553
C -3.42435 -0.39684 3.17253
C -1.95563 -1.25306 -3.37570
C -2.44860 2.22320 2.73678
C -3.87443 0.69068 3.96564
C 3.04938 -2.51060 1.42091
C -3.34371 -2.66046 2.38308
C 2.45995 2.00495 3.61998
C 0.51014 -1.52370 4.77211
C 1.85529 0.78829 4.00752
C -2.37326 -2.28302 1.44591
C -1.98249 1.19555 1.95374
C -2.45834 -0.11096 2.19159
C 1.91236 0.33051 5.34373
C 1.13901 0.04069 3.04297
C 0.56538 -4.03344 1.64893
C 2.31151 2.43903 2.34226
C -3.39265 1.95487 3.74899
C 1.40282 2.12353 0.02744
H -0.83674 0.27175 -4.43727
H -1.96935 -2.99419 0.74190
H -3.67759 -3.68823 2.40656
H -3.20415 1.85717 -3.10731
H -2.35326 -0.23387 -5.23251
H -0.30957 -4.44661 1.15478
H 5.51114 -0.62719 -2.11888
H -3.74264 2.77497 4.36083
H 3.00288 2.58560 4.35527
H -2.49198 -2.97169 -4.15655
H 1.31542 -4.81575 1.73685
H -4.59394 -2.02052 3.99299
H 0.30874 -3.65342 2.63182
H 2.47465 0.91202 6.06333
H -4.35459 -1.50870 -1.95385
H 4.21508 -1.74940 -2.63713
H 2.70340 3.37634 1.97533
H 4.33985 -2.89805 -0.26719
H 2.93930 -1.80930 2.24745
H 3.24615 -3.49904 1.83629
H -0.91899 -1.27787 -5.26588
H 1.29640 -1.14296 6.74975
H -0.13642 -1.65396 2.75049
H -0.03896 -2.40546 5.07867
H 4.02711 -0.00255 -2.87814
H 5.06380 -1.88961 0.99757
H 0.67950 -3.48538 -3.08159

***

# 4
C25H27IN6O3PdS3 | the ωB97M-V functional and the def2-TZVPD basis

calculated total energy = -3143.2976 Ha
HOMO = -7.311 eV
relative energy (zero: lowest compared OMol25 entry of this formula, charge and spin) = 0.049 eV
net charge = 0

Element x y z (Å)
I -5.45423 2.83194 1.05111
Pd 0.20014 0.45413 0.29516
S -1.73532 -2.25630 2.41282
S -2.66089 -3.85373 0.05874
S 0.37147 1.22541 2.41734
O 0.81768 0.65464 -4.07528
O 2.02224 -0.38846 0.30844
O 0.06654 -0.00338 -1.73165
N -1.53374 1.54190 0.13815
N 2.91717 0.20270 2.36720
N -1.18436 -1.61193 -0.08637
N -1.32649 -1.84708 -1.44072
N 1.87572 0.30757 4.37425
N -1.50165 2.78832 -0.34482
C 4.34044 -0.18968 0.48506
C 5.48080 -0.16955 1.28232
C -2.67628 3.41504 -0.16789
C -0.87655 -1.52638 -6.40740
C -1.76768 -2.45219 0.65870
C 0.01128 -0.33765 -4.51069
C -0.72171 -1.16397 -3.64334
C 3.10830 -0.18055 4.99503
C 6.73564 -0.24950 0.70082
C -3.31827 -4.30698 1.68826
C -2.28340 -3.95101 2.73901
C 4.46465 -0.29113 -0.89779
C 6.85691 -0.34389 -0.67931
C 0.75268 0.55102 5.27517
C -1.60874 -2.35373 -5.55930
C 2.97597 -0.09726 1.08404
C -0.07518 -0.53009 -5.89004
C -1.52409 -2.16626 -4.19479
C -2.73922 1.36209 0.65012
C 5.72136 -0.36309 -1.47730
C -3.50373 2.52513 0.47863
C 3.18511 -1.69919 4.99412
C 1.81388 0.49772 3.04910
C -0.65789 -0.99552 -2.16641
C 0.72723 1.97629 5.80755
H 3.18390 -2.07260 3.97045
H 5.81378 -0.43640 -2.55294
H -0.07169 2.09050 6.54103
H -3.00339 0.41759 1.09730
H 3.57040 -0.31525 -1.50566
H 2.33718 -2.13720 5.52348
H -4.24890 -3.76888 1.86768
H 3.12537 0.21072 6.01365
H -3.52384 -5.37713 1.67934
H -0.93216 -1.66247 -7.48040
H -2.84425 4.41927 -0.51566
H -0.17112 0.31890 4.74805
H 1.67172 2.22975 6.29182
H -2.08008 -2.79449 -3.51284
H 7.62080 -0.23929 1.32359
H -0.66771 3.11385 -0.80496
H 3.95192 0.24257 4.45551
H 7.83801 -0.40477 -1.13286
H 0.75288 0.63653 -3.09313
H -1.42737 -4.62309 2.68612
H 0.85100 -0.16111 6.09647
H 0.55451 2.68450 4.99768
H -2.70134 -3.97909 3.74488
H 4.10054 -2.03344 5.48377
H 0.50353 0.12160 -6.53140
H 5.37049 -0.09349 2.35500
H -2.23705 -3.13591 -5.96360

***

# 5
C25H27N3O3S | the ωB97M-V functional and the def2-TZVPD basis

calculated total energy = -1757.0312 Ha
HOMO = -8.228 eV
relative energy (zero: lowest compared OMol25 entry of this formula, charge and spin) = 1.100 eV
net charge = 0
SMILES = Cc1ccc(N(C[C@@H](O)Cn2nc(C)cc2C)S(=O)(=O)c2ccc3ccccc3c2)cc1

Element x y z (Å)
S -1.08273 -0.25079 1.20218
O -1.76745 0.96357 0.83551
O -1.53895 -0.89919 2.39530
O 0.15973 1.94012 -0.75213
N -0.61883 4.02250 1.10372
N 0.54893 0.13248 1.29636
N -0.90619 3.77865 2.38966
C -1.86834 -2.60029 0.01302
C 1.15975 -2.18908 1.45780
C 3.30032 -2.97592 0.66441
C 2.05153 -3.21699 1.22448
C -0.65126 -3.91683 -4.47027
C 1.01722 2.38051 0.26461
C 0.05544 -2.71455 -4.63474
C -2.78828 4.21893 1.26702
C -1.73578 4.28393 0.38211
C -2.21685 3.89115 2.50856
C 0.72557 3.85718 0.63693
C 1.48776 -0.87871 1.11292
C -1.26869 -3.26115 -2.23026
C -2.90761 3.66361 3.80477
C 3.63390 -1.66412 0.35752
C 4.25119 -4.10107 0.38835
C -1.15032 -1.41076 -0.16278
C -0.55292 -2.04493 -2.39834
C -1.29855 -4.18453 -3.29636
C -0.51339 -1.12052 -1.33310
C 0.10387 -1.79794 -3.62206
C 0.91062 1.50853 1.54104
C -1.70942 4.60837 -1.06816
C 2.74540 -0.62678 0.57071
C -1.92703 -3.50893 -1.00577
H -3.41707 2.70051 3.78381
H -2.18042 3.65622 4.61197
H 2.02648 2.33019 -0.16204
H -2.72755 4.66804 -1.44219
H 1.77531 -4.22585 1.49514
H -3.64763 4.44113 3.98629
H -2.35351 -2.76647 0.96178
H 0.21399 -2.38821 1.93353
H -0.71365 1.78076 -0.33990
H 0.87948 4.48511 -0.24324
H 0.02314 -0.19132 -1.45032
H 4.12882 -4.89852 1.11749
H -2.47531 -4.43187 -0.88685
H 0.55977 -2.52188 -5.56996
H -3.82553 4.37639 1.05269
H -1.84363 -5.10834 -3.16727
H 5.28152 -3.75444 0.41370
H 4.05892 -4.51776 -0.60116
H 1.85289 1.53682 2.09310
H 0.64390 -0.87019 -3.73824
H -0.67903 -4.62901 -5.28169
H 3.03083 0.37942 0.30956
H 1.40470 4.16598 1.43494
H -1.17302 3.84462 -1.62834
H 4.60449 -1.44623 -0.06505
H -1.22181 5.56995 -1.23909
H 0.12525 1.92852 2.17832

***

# 6
C25H27N5O3 | the ωB97M-V functional and the def2-TZVPD basis

calculated total energy = -1468.3534 Ha
HOMO = -8.662 eV
relative energy (zero: lowest compared OMol25 entry of this formula, charge and spin) = 2.575 eV
net charge = 0
SMILES = Cc1c(/C(O)=C2\C(=O)C(=O)N(CCCN(C)C)[C@@H]2c2ccncc2)cnn1-c1ccccc1

Element x y z (Å)
O -2.19530 -0.41417 -2.58428
O 1.83599 1.00550 1.38098
O -1.71711 -1.27339 0.20817
N -0.08936 -2.41417 3.57280
N 0.06557 -1.36546 4.39051
N 4.53167 -0.56493 -2.46002
N -0.29320 0.78748 -2.20282
N -1.63864 4.93818 -2.92275
C 0.22281 -3.08637 1.18393
C -1.77065 -5.66567 4.03169
C -0.32321 -5.24600 5.89793
C -1.27760 -0.07752 -1.86846
C -1.40590 -4.45737 3.46488
C 0.05373 -4.03940 5.33915
C 3.41888 -1.25306 -2.65157
C -0.94296 3.70736 -2.58715
C -3.07361 4.82058 -2.76040
C 3.23524 1.17228 -1.46450
C 0.47352 -0.73974 2.27353
C 0.15325 -2.09752 2.28067
C -1.22729 -6.06525 5.24126
C 0.41130 -0.35484 3.63531
C 0.23049 0.11589 -0.04731
C 4.43661 0.61800 -1.88023
C 2.06877 0.44670 -1.66169
C -0.23311 1.44076 -3.49003
C 0.83470 0.11756 1.17103
C 2.16678 -0.79945 -2.27131
C -1.23326 2.59426 -3.59357
C -1.12484 6.05456 -2.15676
C -0.47805 -3.65210 4.11439
C 0.72562 0.96335 -1.19652
C -0.99803 -0.53877 -0.44017
H 0.78917 1.79328 -3.64815
H -1.63256 6.96455 -2.47239
H -1.85754 -4.12859 2.54296
H 1.28402 -1.39689 -2.44494
H 0.09091 -5.54848 6.84780
H 3.54106 -2.21587 -3.12998
H -3.45633 4.05431 -3.42953
H 0.96753 -2.76801 0.45605
H 0.12907 3.92897 -2.61375
H -1.19837 3.36563 -1.56625
H 0.74876 -3.38335 5.83917
H -0.47749 0.69671 -4.25506
H -3.53712 5.76935 -3.02592
H 5.37030 1.14788 -1.74420
H -0.05952 6.16828 -2.35444
H 3.20762 2.14082 -0.98980
H 0.48004 -4.07241 1.56571
H -2.23083 2.18492 -3.43638
H -0.73596 -3.13864 0.66540
H 0.82202 2.01833 -0.90780
H -2.49120 -6.29260 3.52867
H -1.18445 3.01403 -4.59886
H 0.56141 0.61698 4.06507
H 2.17554 0.91495 2.28173
H -1.27010 5.93227 -1.07105
H -1.51673 -7.00928 5.67739
H -3.36207 4.56558 -1.72811

***

# 7
C25H28BEuN7O2 | the ωB97M-V functional and the def2-TZVPD basis

calculated total energy = -2237.8774 Ha
multiplicity = 8
HOMO (spin up / spin down) = -12.998 / -13.051 eV
net charge = +2

Element x y z (Å)
Eu -0.17621 0.20281 1.23048
O 1.09759 -1.84334 1.88239
O -1.12126 -2.06694 1.73033
N -1.41233 0.28200 -1.04016
N -1.21154 0.57213 -2.39619
N 1.08626 1.57769 -2.08748
N 0.90434 -1.36062 -1.64670
N -1.41831 -1.07112 4.54972
N 1.15393 1.41259 -0.69638
N 0.82610 -0.79410 -2.88936
C -3.71352 1.06027 2.65369
C -3.33489 -3.12131 3.65706
C 2.01074 2.35674 -0.25125
C -0.71469 -2.28644 4.74042
C 2.47447 3.14175 -1.32810
C 1.22631 1.12053 2.91267
C -3.40958 0.47478 -2.07941
C -2.74516 0.21244 -0.86696
C 0.82570 -4.00124 3.96954
C 1.41345 -2.57502 -1.76995
C -4.49414 -1.23747 2.45940
C -3.47029 -1.67908 3.30898
C -2.40160 0.70541 -3.01355
C -5.44131 -2.21114 1.80553
C -4.62506 0.12244 2.17115
C 0.24150 -3.85908 6.31471
C -2.52593 -0.73494 3.76730
C -0.57818 -2.76644 6.05048
C -0.01206 -2.92476 3.70339
C -2.65791 0.63411 3.45668
C 0.94776 -4.47678 5.27737
C 1.29797 -1.66097 -3.81162
C 1.85859 2.61649 -2.46187
C 1.68956 -2.82414 -3.13561
C -0.01674 -2.28173 2.33745
B 0.22260 0.64579 -2.98469
H 0.33437 -4.22222 7.33796
H 1.56235 -3.20970 -0.90553
H -2.44547 0.95726 -4.06269
H -3.16393 -3.27803 4.72836
H 3.15513 3.96908 -1.27609
H 2.25262 2.43932 0.80094
H -4.91339 -2.90059 1.12882
H -1.14906 -0.34606 5.21341
H -5.46115 0.43633 1.54028
H -2.49795 -3.56834 3.10410
H 1.90705 2.90899 -3.50144
H 1.87389 1.90968 3.30537
H 1.37376 -4.44178 3.13631
H -4.23593 -3.67385 3.38049
H 1.85843 0.54521 2.19954
H 1.60507 -5.32344 5.47969
H 2.10879 -3.71611 -3.55408
H -3.16392 -0.02428 0.10712
H -3.82457 2.11796 2.41033
H -6.17984 -1.66554 1.20551
H 1.31760 -1.38903 -4.85558
H 0.34024 1.64570 2.45243
H -5.99157 -2.81492 2.53933
H -4.47291 0.48832 -2.23973
H 0.92102 0.47473 3.75027
H 0.21176 1.01701 -4.11936
H -1.13838 -2.27234 6.84535
H -1.92442 1.34131 3.86286